8 unconnected molecules or ions with the total composition C48H44N4O8 in a non-equilibrium geometry. Source: OMol25; level of theory: ωB97M-V/def2-TZVPD.

XYZ file:
```
104
Properties=species:S:1:pos:R:3:forces:R:3
O 3.925 -2.882 -0.233 -1.0 0.1 -0.7
N 4.150 -2.059 -1.115 3.8 0.2 3.0
O 4.734 -0.987 -0.787 -1.9 -1.4 -2.2
C 4.116 -2.584 -2.474 0.0 2.1 -2.4
C 3.516 -3.784 -2.754 -0.5 -1.7 -0.4
C 3.335 -4.238 -4.067 0.4 1.4 -1.0
C 3.838 -3.478 -5.164 0.1 -0.2 1.5
C 4.516 -2.294 -4.904 -0.7 0.1 1.8
C 4.574 -1.796 -3.559 0.2 -0.7 -0.8
H 3.223 -4.462 -1.966 -0.2 0.3 0.2
H 2.731 -5.106 -4.284 0.2 -0.3 0.3
H 3.774 -3.774 -6.200 -0.3 -0.4 0.1
H 4.888 -1.740 -5.753 0.2 0.3 0.3
H 5.027 -0.826 -3.416 0.0 0.0 0.4
O -7.206 -0.380 -3.146 0.6 -0.6 0.0
N -6.587 -1.431 -3.261 -2.1 -0.6 -1.1
O -7.051 -2.414 -3.868 1.2 1.1 0.9
C -5.296 -1.524 -2.644 2.8 -0.4 0.9
C -4.834 -0.486 -1.829 0.4 0.7 0.6
C -3.567 -0.485 -1.182 -0.8 -0.7 -1.5
C -2.689 -1.551 -1.445 -0.8 2.0 1.3
C -3.146 -2.561 -2.217 -0.3 -1.6 -0.9
C -4.393 -2.584 -2.844 -0.3 0.3 -0.2
H -5.478 0.376 -1.738 -0.1 0.0 0.2
H -3.240 0.349 -0.579 -0.3 0.1 0.0
H -1.709 -1.539 -0.991 0.0 -0.3 -0.2
H -2.499 -3.419 -2.321 0.0 -0.1 -0.4
H -4.559 -3.386 -3.548 -0.5 -0.1 0.2
O -1.079 2.776 0.352 0.3 -0.6 -0.9
N -1.225 1.658 0.792 0.0 -0.1 2.6
O -1.929 1.420 1.777 -0.3 0.1 -0.8
C -0.428 0.502 0.373 1.1 -0.7 -1.4
C 0.421 0.612 -0.730 -0.4 0.7 -0.3
C 1.160 -0.456 -1.188 0.3 -0.6 0.7
C 1.158 -1.643 -0.469 -1.8 -0.4 0.4
C 0.220 -1.836 0.591 1.7 1.6 -0.5
C -0.526 -0.727 1.037 0.0 -0.3 -0.1
H 0.531 1.521 -1.304 -0.4 0.4 0.2
H 1.767 -0.361 -2.076 0.1 0.2 0.0
H 1.771 -2.474 -0.786 -0.2 0.0 0.1
H 0.284 -2.784 1.105 -0.6 0.0 0.2
H -1.204 -0.784 1.875 0.0 -0.2 0.0
O -0.133 -5.569 1.124 -0.5 -0.2 -1.9
N -0.319 -5.745 -0.088 0.9 0.4 0.1
O -0.586 -4.865 -0.912 0.1 -0.9 1.2
C -0.091 -7.115 -0.639 -0.6 -0.3 -1.0
C -0.441 -7.427 -1.961 -0.4 -0.5 0.9
C -0.380 -8.780 -2.359 0.2 1.4 -0.6
C 0.072 -9.760 -1.514 0.8 -0.8 0.1
C 0.424 -9.427 -0.226 0.0 -0.4 0.3
C 0.326 -8.141 0.181 -0.8 1.4 1.8
H -0.922 -6.692 -2.590 0.3 0.1 -0.1
H -0.636 -8.994 -3.386 -0.1 -0.2 0.0
H 0.231 -10.785 -1.814 -0.4 -0.1 -0.3
H 0.676 -10.086 0.591 0.1 -0.7 -0.5
H 0.322 -8.013 1.253 0.6 0.6 0.1
C 1.056 7.023 -3.192 1.5 -0.1 1.3
C -0.030 6.905 -4.015 -0.6 0.1 -0.7
C -0.726 5.689 -4.152 0.8 0.8 1.6
C -0.248 4.646 -3.365 -0.3 -0.8 -0.4
C 0.931 4.724 -2.619 -1.0 0.0 -0.1
C 1.540 5.941 -2.461 0.2 -1.1 -0.7
H 1.652 7.904 -3.008 -0.5 0.7 -0.6
H -0.357 7.789 -4.543 -0.1 0.0 -0.2
H -1.681 5.669 -4.658 0.1 -0.3 -0.2
H -0.814 3.728 -3.308 0.0 -0.2 -0.2
H 1.353 3.874 -2.104 -0.3 -0.2 0.0
H 2.436 5.859 -1.863 0.1 1.0 0.0
C -4.899 1.334 6.860 0.2 -0.1 -1.6
C -4.753 0.063 7.386 0.7 -0.4 0.2
C -3.746 -0.786 6.922 0.0 0.4 -0.8
C -2.995 -0.442 5.790 -1.0 0.2 0.9
C -3.263 0.770 5.127 0.6 -0.7 1.2
C -4.169 1.680 5.689 0.1 -0.8 0.4
H -5.658 2.001 7.243 0.0 0.1 0.0
H -5.372 -0.343 8.172 -0.2 0.4 0.3
H -3.578 -1.730 7.418 0.0 -0.1 0.0
H -2.234 -1.148 5.493 0.1 0.2 -0.4
H -2.598 0.957 4.297 -0.5 0.5 -0.4
H -4.305 2.629 5.191 -0.1 0.2 0.2
C 1.514 4.328 5.171 0.2 -1.6 1.4
C 0.908 3.143 5.648 0.0 -0.1 -0.5
C -0.174 2.620 4.950 -0.3 1.1 0.4
C -0.731 3.402 3.943 -1.2 -1.1 -0.6
C -0.154 4.523 3.453 1.6 0.8 0.0
C 1.021 4.953 4.082 -0.9 1.5 -0.7
H 2.382 4.719 5.681 0.0 0.1 0.1
H 1.255 2.675 6.557 0.2 -0.1 -0.1
H -0.773 1.757 5.202 0.5 -0.2 0.6
H -1.692 3.114 3.544 0.0 -0.3 -0.2
H -0.497 5.053 2.577 -0.4 0.1 0.1
H 1.403 5.938 3.860 0.4 0.0 -0.5
C 4.761 4.539 -1.073 -0.7 0.1 1.6
C 4.059 3.329 -0.842 -0.2 1.6 0.0
C 2.959 3.316 0.054 1.5 0.5 -1.0
C 2.619 4.499 0.735 -0.7 -1.9 0.1
C 3.347 5.639 0.581 0.4 0.7 -0.5
C 4.390 5.678 -0.326 0.6 -0.6 -0.3
H 5.668 4.568 -1.658 -0.2 -0.1 -0.4
H 4.378 2.492 -1.446 -0.2 -0.4 0.3
H 2.455 2.368 0.172 -0.3 0.1 0.3
H 1.771 4.459 1.403 0.0 0.1 0.1
H 3.111 6.554 1.106 -0.2 0.0 0.2
H 4.923 6.616 -0.390 0.3 0.0 -0.3
```
Forces are in eV/Å.

HOMO energy in eV: -8.97
Max |F| in Eh/bohr: 0.095
Orbital gap in eV: 7.6
Lowest unoccupied orbital energy in eV: -1.321
Calculated total energy in eV: -72816.3550